# C23H17BrN3O2

A cluster of 2 separate species, C23H17BrN3O2 in total (the ωB97M-V functional and the def2-TZVPD basis, the OMol25 dataset).

```
46
Properties=species:S:1:pos:R:3:forces:R:3:nbo_charge:R:1
N 0.2891 0.2042 -0.8922 -1.506 0.066 -1.207 -0.4205
Br 0.2000 7.0573 1.2895 -0.016 0.076 0.063 0.0362
H -2.0498 -2.6721 -2.2606 -0.201 0.261 0.107 0.2187
C -0.1497 2.9483 1.8736 0.488 0.207 -0.501 -0.1248
H -4.2957 1.2564 -0.1819 0.047 -0.193 -0.146 0.2027
C 2.2055 3.4312 1.4989 -0.659 -0.710 -0.248 -0.1464
C 0.6407 0.1090 1.9927 -0.329 0.854 -0.317 -0.1853
C 0.6029 5.2271 1.5335 0.251 -1.161 0.086 -0.0908
H -1.8254 1.0096 -0.0478 -0.120 -0.266 -0.102 0.2288
C 0.4168 -2.2462 -0.9249 -0.052 -0.419 0.038 -0.1206
H 2.7268 5.5000 1.2502 -0.142 -0.109 0.026 0.2228
H -5.6560 -0.4706 -1.3911 0.364 -0.063 0.055 0.1986
H -1.3309 -3.4142 -0.4330 0.259 -0.114 -0.133 0.2183
C 1.9292 4.7835 1.4238 -0.526 0.484 0.251 -0.2273
H 3.5549 -3.5640 -1.2573 -0.251 -0.072 0.138 0.2009
N 1.0258 -1.2371 1.9713 0.718 -1.353 -0.824 0.4682
C 1.7502 -4.7436 -0.9911 0.108 0.075 -0.142 -0.2331
H 2.2631 -5.7083 -1.0562 -0.202 0.321 0.001 0.1974
H -0.9533 2.2254 2.0571 0.282 0.459 -0.210 0.2072
H -0.3468 0.3197 2.4090 0.454 -0.414 -0.176 0.2103
C 1.8220 -2.3269 -1.0102 0.026 -0.302 -0.413 -0.1132
C 0.3710 -4.6869 -0.7555 0.228 0.402 0.060 -0.2317
H -4.5132 -2.4497 -2.4153 0.124 0.253 0.098 0.2003
H 2.3549 0.1014 -1.3989 -0.421 0.777 0.486 0.1815
N 1.9879 3.1998 -1.4323 -0.742 -1.760 0.247 -0.4407
C 1.6529 2.0906 -1.2385 0.974 1.824 -0.645 0.2829
H -1.4482 4.6607 1.9303 0.102 0.032 -0.058 0.2189
C -3.8153 0.3866 -0.6293 0.387 -0.465 -0.302 -0.2199
C -0.2773 -3.4561 -0.6947 0.352 -0.115 -0.080 -0.1935
C 2.4747 -3.5526 -1.1093 -0.481 -0.330 0.263 -0.2373
C -2.4287 0.2425 -0.5326 -0.520 -0.273 0.004 -0.2181
O 2.2035 -1.4572 1.5790 -1.428 -0.244 0.751 -0.4593
C -2.5474 -1.8315 -1.7775 -0.171 0.258 0.176 -0.2617
H -0.2057 -5.5968 -0.6120 0.131 0.077 0.055 0.1999
O 0.2180 -2.1614 2.2601 1.206 1.595 -0.068 -0.4471
C 1.1597 2.4835 1.6135 -0.222 0.915 0.044 -0.0937
H 3.2258 3.0628 1.3844 -0.282 0.185 -0.085 0.2196
C -1.7778 -0.8887 -1.0660 -0.371 0.224 -0.148 0.0506
H 2.4428 -1.4450 -0.9983 -0.255 -0.348 -0.136 0.1993
C -3.9347 -1.6930 -1.8827 0.167 0.487 0.269 -0.2104
C -4.5710 -0.5847 -1.3046 -0.002 -0.089 -0.012 -0.2501
C -0.4311 4.3117 1.7914 0.397 0.080 0.177 -0.2600
C 1.4321 1.0701 1.4078 0.517 -1.194 1.754 -0.1243
C -0.2988 -0.9636 -0.9784 1.133 0.430 0.897 0.1401
C 1.4973 0.6951 -1.0149 0.551 -0.565 -0.820 -0.2541
H 2.4095 0.7739 1.0210 -0.366 0.217 0.725 0.2608
```
Forces are in eV/Å.

Output
Total charge   -1
Gap between HOMO and LUMO   5.7 eV
Electronic energy   -3775.305802 Eh
HOMO   -3.549 eV



# C28H39N7O7P2Rb

A structure of composition C28H39N7O7P2Rb (the ωB97M-V functional and the def2-TZVPD basis, the OMol25 dataset).

```
84
Properties=species:S:1:pos:R:3:forces:R:3:lowdin_charge:R:1
H 1.7648 -2.3803 -1.8692 0.119 0.059 0.008 0.0766
C 2.3622 -4.8346 2.7068 -0.020 0.018 0.046 -0.0886
C 1.4973 -2.9899 1.3252 -0.024 -0.069 -0.047 -0.1619
C -2.7189 0.3899 4.8822 0.028 0.028 -0.026 -0.0950
H -3.4872 0.8142 5.5169 -0.017 -0.004 0.003 0.0928
N 0.2890 -1.1720 2.3551 -0.023 -0.293 0.188 0.0663
O 1.1953 3.2460 -3.9459 -0.003 0.040 0.009 -0.2944
H -4.1706 -0.3713 1.3186 0.022 -0.008 0.007 0.1255
H 4.1269 0.5272 -3.2068 -0.006 -0.008 0.008 0.0709
H -0.3860 -1.9512 -3.0130 0.018 0.008 0.002 0.0533
C 0.8400 -2.4027 2.4793 -0.119 0.188 -0.052 -0.2405
H -0.6764 0.6076 1.2241 0.102 -0.104 -0.078 0.0474
H 3.5768 -5.5218 0.4034 -0.001 -0.004 0.004 0.1089
H -2.6531 0.4311 -2.3952 0.000 0.008 -0.003 0.1120
C 1.8443 -1.2609 -4.8373 -0.019 -0.027 0.016 -0.2111
O -0.0717 3.8162 -1.8076 -0.054 0.000 -0.070 -0.1694
P 1.0717 2.9048 -2.5181 -0.018 -0.061 0.027 0.1635
H 0.9082 0.6553 -4.4340 -0.012 -0.036 -0.006 0.0751
H 4.0007 -1.3481 -4.7986 -0.013 -0.015 0.011 0.0977
C 0.4328 2.6992 3.4444 -0.012 0.037 0.040 -0.1278
H 0.4578 -2.7447 4.5614 -0.030 0.042 -0.008 0.0991
P 2.5540 3.8075 -0.1464 0.035 -0.040 -0.067 0.1355
H -0.5966 2.0006 0.1609 -0.059 0.042 -0.068 0.0785
C 0.7239 -0.2395 -5.0340 0.029 0.013 0.001 -0.2030
H -0.4481 4.3864 4.4781 -0.010 0.003 -0.001 0.0989
H 1.7295 -4.8034 4.7401 0.013 -0.015 -0.012 0.0944
H -1.5346 1.7735 -2.1061 -0.015 0.015 0.002 0.1006
C -1.5573 2.5792 4.7608 0.002 -0.026 0.026 -0.0414
O 2.9688 5.2175 -0.0210 -0.046 0.002 0.006 -0.3005
N 0.3969 1.4266 3.1524 -0.008 -0.061 0.005 0.1252
Rb 1.8584 0.5851 0.0692 0.315 -0.775 0.671 0.9520
H -3.1388 3.0119 -0.9092 0.006 0.003 -0.027 0.1324
O 2.4165 3.3731 -1.7073 0.155 0.110 -0.163 -0.2910
C 1.9440 -2.8836 -0.9237 -0.068 0.104 -0.213 -0.1647
C -2.7443 -0.9251 4.4926 -0.058 -0.059 -0.011 -0.1190
H 1.6435 -1.8749 -3.9546 -0.002 -0.006 0.012 0.0785
H 3.3347 0.1716 -5.3983 0.006 -0.009 -0.007 0.1101
C -0.6215 0.6604 3.6282 0.111 0.022 0.013 -0.1857
H -4.3535 1.8975 -1.5809 0.007 -0.006 -0.007 0.1255
H 2.9566 -5.7354 2.7953 0.007 -0.003 -0.012 0.0931
O 1.3408 3.2274 0.5283 -0.119 0.474 0.163 -0.4425
H -2.6690 1.2798 2.1971 -0.012 0.043 -0.052 0.1128
C -1.6425 1.2004 4.4449 -0.017 0.021 0.058 -0.2068
N 1.3320 -2.3851 0.1196 0.055 -0.074 0.116 0.0572
C -0.5342 3.3288 4.2647 0.065 -0.002 -0.041 -0.0541
H -2.3218 3.0202 5.3921 -0.007 0.002 -0.004 0.1073
H -3.5625 -1.5641 4.8097 -0.004 0.016 0.020 0.0936
H 1.8751 -1.9479 -5.6896 0.016 0.025 -0.021 0.1061
N -1.6284 0.3479 -0.5982 -0.008 -0.030 -0.019 -0.1311
C -1.2404 1.1984 0.5142 0.079 0.138 0.021 -0.1806
C 3.2073 -0.6118 -4.6370 0.042 0.036 -0.067 -0.2924
C -0.6500 -0.7402 3.2256 0.099 0.188 -0.031 -0.2769
C 2.9464 -4.6437 0.3138 0.013 -0.009 -0.053 -0.0318
H -0.8886 -1.6725 -5.2542 -0.004 -0.003 0.009 0.1034
H 1.2343 3.2740 2.9936 -0.026 0.001 0.012 0.0991
H 2.5168 0.4779 -3.0467 -0.067 0.042 -0.015 0.0142
N -0.8549 -1.0862 -3.2535 0.011 -0.041 -0.008 0.0166
C -1.7430 -1.4828 3.6875 0.009 -0.087 0.007 -0.0575
H -2.4652 2.8405 1.3629 0.023 0.001 0.004 0.1398
C 0.9330 -3.1332 3.6705 -0.005 0.004 0.062 -0.0463
C 2.2730 -4.1694 1.4625 -0.004 -0.017 0.038 -0.1741
H -4.6677 -0.2509 -0.3891 0.001 -0.023 0.008 0.1253
C -2.5122 -0.6950 -0.1185 -0.020 -0.028 0.031 -0.1212
H 0.7223 0.0953 -6.0768 -0.014 -0.001 -0.002 0.1130
C -0.6596 -0.7729 -4.6712 -0.020 -0.003 -0.034 -0.2770
O 3.8209 2.8636 0.3262 -0.319 0.191 -0.284 -0.2149
H -0.4197 -0.3602 -2.6830 0.015 0.002 -0.010 0.0358
N -3.6618 1.4265 0.3553 0.017 0.017 -0.029 -0.0852
C 2.7976 -4.0023 -0.8798 -0.061 -0.059 0.059 -0.0592
H -2.6747 -1.4220 -0.9146 -0.003 0.011 -0.006 0.1211
C 1.6805 -4.3112 3.7745 -0.002 0.017 -0.039 -0.1126
H -2.0274 -1.1916 0.7236 0.001 -0.013 -0.004 0.1174
C -2.4845 1.7588 1.2341 -0.094 -0.094 -0.017 -0.0340
H 4.5929 3.4016 0.1169 0.178 -0.135 0.134 0.0594
H -1.8164 -2.5262 3.4054 0.038 -0.008 -0.013 0.1077
H 0.1189 3.7888 -0.8498 -0.002 0.024 0.125 0.0180
O 0.8172 1.4666 -2.1270 -0.142 0.187 -0.460 -0.5117
C -2.2766 1.1248 -1.6441 0.018 0.009 0.003 -0.1487
H -1.4069 -0.0256 -4.9577 0.021 0.014 0.003 0.0990
N 3.3292 -0.0946 -3.2731 -0.030 0.008 0.079 0.0174
C -3.8597 -0.0658 0.3196 -0.033 0.037 -0.016 -0.0527
H 3.3031 -4.3336 -1.7772 -0.009 -0.001 -0.005 0.0992
C -3.4148 1.9646 -1.0304 -0.049 0.012 0.053 -0.0507
H -4.4953 1.8599 0.7413 0.032 -0.010 -0.002 0.1784
```
Forces are in eV/Å.

Output
Total charge   -1
ΔE to the lowest compared entry with this formula, charge and spin   137.19 kJ/mol
Gap between HOMO and LUMO   5.3 eV
Electronic energy   -2707.542285 Eh
HOMO   -3.913 eV



# C27H56B3IO22

A cluster of 7 separate species, C27H56B3IO22 in total (the ωB97M-V functional and the def2-TZVPD basis, the OMol25 dataset).

```
109
Properties=species:S:1:pos:R:3:forces:R:3:lowdin_charge:R:1
O 3.0245 -6.9872 -0.8577 0.878 -0.007 -1.318 -0.0011
H -2.7066 -2.4830 3.6023 0.219 -0.141 0.355 0.0721
O -1.5309 -2.9527 5.2120 0.827 -0.634 0.556 0.0028
H 2.1252 3.7718 -0.6423 0.075 0.172 -0.315 0.0823
H 4.7823 6.6931 0.3014 -0.158 0.052 -0.164 0.1011
H -1.9775 0.2661 -2.5174 0.168 -2.489 0.125 0.1338
H -0.2286 -0.2738 -4.3953 1.954 1.336 1.128 0.0862
O -8.7411 5.0051 0.5605 0.691 -0.645 -0.574 -0.0106
O 4.4272 3.0567 -3.5185 -1.001 1.463 0.129 0.1081
H -3.4582 5.6994 2.5556 1.144 0.791 -2.145 0.0882
C 4.6405 6.7282 -0.7836 -0.135 -0.503 0.194 -0.0466
H -1.0965 -3.0974 3.1812 -0.124 -0.133 0.111 0.1043
O 4.5613 -8.3124 -1.9350 -0.919 1.447 -0.010 0.1044
H -2.3731 -4.2156 3.7874 0.218 0.114 -0.006 0.1056
C 2.0758 -1.3591 -2.3060 -0.233 0.494 -0.559 -0.1086
H -6.6988 2.0622 -0.9151 0.070 0.237 -0.076 0.1093
O 3.0166 8.6962 0.0335 1.281 0.376 -1.144 0.1081
H -1.7316 6.1696 1.8819 -2.268 -0.052 -0.615 0.0531
H 0.4879 0.1340 -1.3800 0.199 -1.840 -1.694 0.1394
H 3.6007 12.1305 -1.3620 0.159 -0.356 -0.037 0.0936
O 1.2437 -7.2646 2.2495 -0.723 -1.071 1.103 -0.0664
H 3.9487 -8.0635 0.6659 -0.079 -0.133 -0.225 0.1103
H 2.8965 -0.5681 -1.9761 -1.700 -1.784 -0.581 0.0870
C -9.9855 5.5353 0.1082 -0.482 0.213 -0.150 -0.0520
C -1.9388 -3.2140 3.8705 -0.194 -0.151 -0.513 -0.0421
C -2.8460 4.5978 0.6121 0.192 0.441 1.250 -0.2788
C 1.7157 -10.7000 2.7734 -0.035 -0.554 0.179 -0.0374
H -2.1648 -0.2659 3.3888 -0.213 -0.131 -0.307 0.1121
C 0.9795 -8.4805 2.7908 -0.606 -0.108 0.613 -0.5400
H 5.4076 6.1045 -1.2508 -0.045 0.364 -0.069 0.0989
C 0.7177 -4.2378 7.5767 0.399 -0.316 0.284 -0.0481
H 3.3866 11.3478 0.2156 -0.143 -0.143 -0.179 0.0983
O -0.0623 -4.7128 5.0580 -0.815 1.598 1.173 0.0872
O -6.9392 3.8005 0.2050 -0.860 0.440 -0.225 -0.0075
C 0.5951 -0.6229 -2.2934 0.355 0.168 -0.641 -0.3431
H -5.8483 3.5204 -1.5458 -0.166 -0.162 0.083 0.1089
H 4.4280 5.7174 -6.1651 -0.177 -0.066 0.350 0.0951
B -2.5885 -0.0579 2.2947 -1.146 0.657 -2.860 -0.2157
C 0.3736 -6.2242 2.6909 -0.366 0.511 0.476 -0.0322
H 1.6663 -4.1621 7.0354 -0.224 -0.138 0.005 0.0992
O 3.8283 -6.3080 -2.7857 -0.043 -0.574 0.632 -0.0166
H 2.1299 -2.3358 -1.6635 -0.064 2.001 -1.147 0.0732
H 3.8146 3.3057 -0.9177 -0.121 -0.113 -0.198 0.1014
B -3.0356 1.8705 1.0488 -0.292 -0.957 0.185 -0.5148
H 0.7336 -11.0971 2.4969 0.123 0.147 0.198 0.1009
C -2.8443 5.9622 1.5770 0.159 -1.139 -0.757 -0.1415
B -2.6604 -0.1080 -0.1560 0.010 -1.767 -1.119 -0.4071
O 0.0917 -8.7320 3.5905 1.389 0.351 -1.277 0.1241
O 3.6943 5.0611 -4.3692 -0.115 -0.687 0.890 -0.0108
H 5.7274 -6.5607 -3.6002 -0.205 -0.165 -0.042 0.0975
C 0.5518 0.2915 -3.6932 -1.359 -0.157 0.385 -0.1167
H 1.8574 -10.7351 3.8584 -0.196 0.043 -0.189 0.0999
O -0.2822 -3.4339 6.9539 -0.395 -0.167 -1.153 -0.0023
C -6.1517 2.9720 -0.6482 0.202 -0.311 -0.305 -0.0407
H 3.6585 6.3311 -1.0601 0.162 0.159 0.169 0.0870
H 0.0815 1.3650 -3.4920 1.141 -2.227 -0.448 0.0811
C 3.9044 8.9477 -0.7662 -0.325 -0.168 0.284 -0.5569
I -0.3906 3.3446 2.2248 -1.245 -0.285 -0.449 0.8238
O 4.1685 10.1636 -1.3075 -0.052 -0.998 0.310 -0.0108
C 2.9690 -7.9537 0.1897 -0.074 -0.366 0.385 -0.0515
C -0.6691 -1.7110 -2.3332 0.824 -0.329 -0.733 -0.2831
O -2.0549 -0.7120 1.0836 -2.797 3.320 0.218 0.1398
H -5.2503 2.6832 -0.1006 -0.352 0.185 0.075 0.0632
H -0.1356 -2.3788 -0.1896 -0.818 -1.168 -2.128 0.0941
H -9.8355 6.1861 -0.7593 -0.045 -0.261 0.060 0.0988
H 2.2593 -7.5974 0.9413 0.832 0.057 -1.245 0.0520
H -2.6643 -1.2584 -3.3865 0.955 0.600 2.429 0.1477
O -2.8795 1.3598 -0.3270 0.418 -2.543 3.767 0.1885
H -3.1332 3.5327 2.6119 1.413 -0.517 -1.942 0.1014
H -3.3401 6.8166 0.9429 1.142 -1.449 1.598 0.0834
H 0.8701 -3.8615 8.5919 -0.248 0.134 -0.279 0.0954
C -0.5681 -2.8763 -1.1846 -0.561 0.281 1.306 -0.0958
O -8.4918 3.9774 -1.4792 0.611 0.373 1.673 0.1114
H 4.3912 -7.4133 -4.4576 0.168 0.073 0.197 0.0973
H 0.4618 -6.0803 3.7726 -0.102 -0.304 -0.637 0.0682
O 2.8904 4.3820 -2.4413 0.571 -0.088 -0.891 -0.0320
H 2.4784 2.4531 -1.7751 0.217 0.114 0.030 0.0874
C 3.8746 -7.3051 -1.8664 0.057 -0.391 0.310 -0.5621
H 0.3897 -5.2803 7.6416 0.126 0.168 -0.165 0.1002
H 0.0853 -3.8048 -1.4706 -1.068 2.051 0.317 0.0827
H 2.2628 10.9858 -1.1459 0.171 -0.044 0.201 0.0984
H 0.6759 -5.2977 2.1950 0.181 -0.329 -0.048 0.1019
H -10.4120 6.1342 0.9176 0.340 -0.199 0.000 0.0942
H -1.6285 -3.3160 -0.8574 2.205 1.157 -0.974 0.0985
O -3.6748 0.9586 2.0628 4.310 -0.208 -1.556 0.1007
H 2.6125 -8.9160 -0.1916 0.279 0.130 -0.035 0.1044
O 1.8744 -9.3682 2.2883 -0.617 0.655 0.462 -0.0375
C -2.5326 3.3333 1.6137 -2.242 0.833 -0.254 -0.5705
C -0.5732 -3.7934 5.6781 0.055 -0.057 0.039 -0.5308
H 2.4828 -11.3236 2.3062 -0.056 0.386 -0.058 0.0974
O 4.7992 8.0600 -1.2688 -0.601 0.887 0.294 -0.0046
C -2.0994 -0.9128 -2.3937 -0.176 0.799 -1.566 -0.1584
H 5.5934 4.8085 -5.1837 -0.212 -0.157 -0.037 0.0992
H -3.9377 4.5350 0.1461 2.461 -0.201 0.873 0.1116
H -0.6620 -6.4424 2.4112 0.161 -0.070 0.145 0.1055
H 2.3064 -1.6188 -3.4442 -0.451 0.323 2.500 0.0884
H -0.5572 -2.2694 -3.3822 -0.251 1.255 2.180 0.1436
C 2.8350 3.4155 -1.3939 -0.067 -0.349 0.427 -0.0449
H -1.9976 4.6144 -0.1984 -1.913 0.174 1.386 0.1155
H -10.6859 4.7278 -0.1285 0.195 0.151 -0.116 0.0991
H 4.5621 -5.6518 -4.5815 -0.174 -0.058 0.332 0.0919
C 4.5454 4.8605 -5.4960 0.319 -0.043 -0.456 -0.0499
C 3.2984 11.2040 -0.8661 -0.297 0.393 0.144 -0.0535
C 4.6795 -6.5087 -3.9124 0.259 -0.037 -0.372 -0.0567
O -2.9785 -1.1129 -1.2315 1.992 2.969 1.852 -0.0171
C -8.0975 4.2348 -0.3526 -0.253 -0.067 -0.480 -0.5571
H 4.2572 3.9559 -6.0412 0.158 0.078 0.206 0.0991
H 1.6022 0.3960 -4.2014 -2.113 -0.217 1.024 0.0772
C 3.7406 4.0641 -3.4500 0.282 -0.392 -0.133 -0.5626
```
Forces are in eV/Å.

Output
Total charge   0
SMILES   CC[C@H](I)B1OBOB(OC[C@H](C)C(C)C)O1.COC(=O)OC.COC(=O)OC.COC(=O)OC.COC(=O)OC.COC(=O)OC.COC(=O)OC
Gap between HOMO and LUMO   9.3 eV
Electronic energy   -3090.019448 Eh
HOMO   -9.890 eV



# C7H9NOS

The molecule C7H9NOS (the ωB97M-V functional and the def2-TZVPD basis, the OMol25 dataset).

```
19
Properties=species:S:1:pos:R:3:forces:R:3:nbo_charge:R:1
H -2.7643 1.7519 0.7457 1.025 -0.466 -0.271 0.2456
H -2.2667 2.1575 -0.9033 0.788 -0.394 1.262 0.2339
C 0.5137 -1.6728 0.0832 -0.333 0.577 -0.414 -0.2574
C -1.8422 1.8237 0.1146 -0.540 3.755 -0.342 -0.6753
H -3.7116 0.0207 -0.7060 1.599 -0.365 1.025 0.2365
H -1.2630 2.7561 0.5563 -1.167 -1.863 -0.913 0.2286
C 1.2655 -0.4488 -0.0569 -0.518 -2.007 0.896 -0.2288
C -0.9620 0.6623 0.0045 2.055 -1.759 0.450 0.1399
C -0.8479 -1.6936 0.0347 0.842 -1.933 0.927 0.0169
H -3.3326 -1.7260 -0.7294 0.911 2.339 1.719 0.2276
C 0.4719 0.6703 0.0168 -4.721 3.376 -0.858 0.2499
N -1.6039 -0.5714 -0.0317 -1.039 0.305 -0.184 -0.3616
O 1.1233 1.8691 -0.0225 -2.056 2.997 -0.501 -0.6549
C -3.0786 -0.7089 -0.0980 -2.498 -2.946 -0.420 -0.4454
S 2.8647 -0.2621 -0.0233 2.231 -0.533 -0.215 -0.1166
H 1.0362 -2.6002 0.2381 0.147 -0.111 -0.123 0.2343
H 0.4779 2.6983 -0.2224 2.096 -3.282 0.746 0.4830
H -1.2678 -2.7204 0.2487 -0.330 1.638 -0.620 0.2243
H -3.6246 -0.8909 0.9538 1.507 0.672 -2.164 0.2199
```
Forces are in eV/Å.

Output
Total charge   0
ΔE to the lowest compared entry with this formula, charge and spin   132.69 kJ/mol
SMILES   Cc1c(O)c(=S)ccn1C
Gap between HOMO and LUMO   7.6 eV
Electronic energy   -800.233614 Eh
HOMO   -7.288 eV